Run one
# C48H132N12O12

A 12-piece molecular cluster, C48H132N12O12 overall (ωB97M-V with the def2-TZVPD basis set, OMol25).

XYZ file:
```
204
Properties=species:S:1:pos:R:3:lowdin_charge:R:1
O -5.72 -3.28 -2.11 -0.17
O -4.38 -2.30 2.63 -0.18
O 6.46 -0.16 0.48 -0.15
O 2.07 1.49 -5.72 -0.17
O 3.65 -5.74 2.23 -0.17
O 3.49 7.05 -0.04 -0.26
O 0.17 -0.03 -7.95 -0.23
O 0.19 5.54 -0.21 -0.23
O 1.31 0.26 7.65 -0.19
O -0.84 -1.43 0.49 -0.18
O -3.28 -7.20 -1.01 -0.23
O 0.84 7.00 3.77 -0.16
N -2.33 -0.23 -6.47 0.06
N 1.20 -0.89 2.24 0.06
N 0.35 1.43 -3.48 0.06
N -5.32 -10.31 -1.54 0.03
N 3.96 -8.76 2.36 0.05
N 2.17 0.00 4.89 0.34
N 0.75 8.07 -1.59 0.07
N -7.74 -2.34 1.53 0.02
N -8.34 -2.14 -1.40 0.04
N 7.91 1.31 -2.01 0.03
N 3.36 4.33 -0.23 0.05
N 0.20 5.63 6.41 0.04
C 1.30 1.09 5.30 -0.30
C 2.62 -6.64 1.83 -0.20
C 2.69 -8.00 2.56 -0.45
C -6.98 -4.06 -2.04 -0.11
C -3.64 -2.36 3.79 -0.14
C 4.45 6.33 0.80 -0.12
C -1.53 -1.95 -0.62 -0.10
C -0.67 6.28 -1.08 -0.21
C 6.73 0.47 -1.84 -0.42
C 4.06 8.21 -0.61 -0.10
C 1.24 -0.20 -8.96 -0.06
C 5.93 0.65 -0.52 -0.21
C 0.16 -0.44 0.17 -0.18
C 7.18 -0.98 -2.21 -0.05
C 0.92 3.52 -2.76 -0.07
C -6.31 -2.26 1.41 -0.40
C 3.84 4.87 1.03 -0.40
C -8.13 -2.45 -3.74 -0.06
C 4.77 3.82 1.65 -0.04
C -0.49 7.76 -0.92 -0.45
C 1.24 0.41 9.03 -0.09
C -5.96 -0.99 0.57 -0.03
C 2.29 2.44 -4.65 -0.17
C -4.20 -9.42 -1.78 -0.42
C 1.59 1.35 1.24 -0.02
C -4.61 -3.93 -1.73 -0.18
C 0.91 2.60 -3.99 -0.48
C -0.14 0.62 5.11 0.00
C -4.23 -8.83 -3.19 -0.06
C -0.52 4.59 0.63 -0.06
C 0.62 0.15 1.44 -0.43
C -5.74 -2.09 2.86 -0.21
C -4.25 -8.18 -0.74 -0.21
C 0.68 5.05 5.16 -0.40
C -0.51 4.44 4.35 -0.05
C -8.24 -3.15 -2.37 -0.44
C -0.22 -1.21 -7.24 -0.19
C 3.55 -4.47 1.55 -0.10
C 1.61 5.93 4.28 -0.21
C -2.72 -6.44 0.17 -0.04
C 1.29 7.31 2.45 -0.08
C 5.95 0.07 1.75 -0.13
C -1.14 -1.80 -4.97 -0.07
C 2.47 -7.92 3.99 -0.10
C 1.57 1.38 6.85 -0.17
C 2.97 1.84 -6.77 -0.11
C -0.97 -0.71 -6.02 -0.41
C -1.57 8.59 -1.64 -0.05
H -3.69 -3.39 -1.94 0.08
H 4.62 7.92 -1.50 0.10
H 2.55 1.08 0.80 0.07
H 0.96 2.23 7.16 0.13
H 0.36 0.97 9.35 0.09
H -1.68 6.05 -0.74 0.12
H -8.04 -2.55 -0.53 0.02
H 2.60 2.43 -7.60 0.09
H -8.06 -3.22 -4.50 0.07
H -4.56 -4.20 -0.68 0.06
H -1.94 -5.77 -0.19 0.07
H 0.37 0.79 -4.27 0.03
H -0.54 6.31 6.28 0.08
H 7.63 -1.09 -3.20 0.08
H 4.62 8.82 0.10 0.09
H 2.65 -6.91 0.77 0.12
H -6.68 -0.21 0.80 0.08
H 1.66 1.93 2.16 0.06
H -4.93 -11.15 -1.13 0.07
H -3.56 -5.83 0.51 0.07
H -2.55 -1.58 -0.67 0.09
H -8.07 -1.53 2.05 0.09
H -1.23 3.94 5.00 0.08
H -7.18 -1.93 -3.76 0.07
H -1.34 -2.77 -5.43 0.08
H 1.10 -0.55 9.54 0.10
H 2.93 5.15 -0.65 0.05
H -1.26 5.13 1.22 0.09
H 4.36 -9.07 3.23 0.06
H 6.13 -0.81 2.36 0.09
H 0.80 8.09 1.86 0.09
H -7.50 -1.60 -1.55 0.04
H 2.27 7.75 2.62 0.09
H -6.10 -1.17 -0.50 0.05
H -7.99 -3.20 1.99 0.09
H -0.17 3.71 3.61 0.04
H 1.49 7.49 -1.19 0.04
H 1.62 3.14 -2.01 0.06
H 0.33 3.17 -4.71 0.14
H 1.51 1.98 4.72 0.13
H 5.57 1.67 -0.38 0.10
H -2.35 -0.02 -7.46 0.06
H 1.35 4.45 -3.13 0.08
H -9.17 -3.73 -2.36 0.13
H 2.08 0.96 9.43 0.10
H -0.25 -1.83 -4.34 0.07
H -0.65 5.86 -2.09 0.12
H -5.97 -1.11 3.27 0.13
H -5.20 -7.67 -0.90 0.11
H 2.02 5.25 3.54 0.10
H 2.49 6.28 4.82 0.13
H -4.44 -4.90 -2.19 0.09
H -2.61 -2.26 3.46 0.07
H -0.83 -1.66 -8.03 0.13
H -0.25 -0.17 4.37 0.07
H -0.09 3.71 -2.41 0.06
H 6.48 0.90 2.22 0.09
H -0.90 5.09 3.57 0.06
H -1.03 -1.86 -1.59 0.08
H -1.42 9.67 -1.52 0.08
H -0.85 3.86 -0.11 0.09
H 1.35 4.23 5.44 0.10
H 8.59 1.22 -1.27 0.07
H -1.61 -3.04 -0.58 0.07
H 3.85 2.35 -6.37 0.08
H 0.91 6.14 6.92 0.07
H 4.20 4.29 -0.78 0.07
H 6.01 0.77 -2.60 0.12
H -3.72 -3.36 4.22 0.09
H 2.55 3.46 -4.92 0.12
H -8.99 -1.82 -3.96 0.08
H -0.63 1.68 -3.45 0.09
H 1.37 6.45 1.79 0.06
H -5.14 -8.26 -3.32 0.08
H -3.42 -8.14 -3.43 0.08
H 5.60 4.24 2.23 0.08
H -3.72 -1.67 4.63 0.09
H -2.63 0.54 -5.90 0.06
H -4.34 -8.53 0.29 0.11
H 2.59 1.77 6.92 0.13
H -3.31 -9.99 -1.53 0.13
H 2.89 5.00 1.56 0.09
H -0.84 1.41 4.82 0.09
H 3.12 2.13 -4.02 0.13
H -0.24 0.50 2.01 0.14
H -4.95 -0.71 0.85 0.07
H -1.64 8.25 -2.68 0.09
H -5.63 -10.63 -2.45 0.06
H -5.83 -3.13 0.97 0.12
H 4.68 -8.10 2.12 0.06
H 7.58 2.23 -1.79 0.06
H 0.44 -1.56 2.18 0.09
H -1.89 -1.47 -4.25 0.06
H 4.88 0.25 1.89 0.07
H 0.82 -0.46 -9.93 0.08
H 4.49 -3.91 1.60 0.08
H 2.80 -3.75 1.87 0.06
H 1.02 -0.87 -0.33 0.14
H 3.21 8.84 -0.90 0.07
H 2.12 -0.82 5.49 0.15
H 0.92 9.06 -1.59 0.07
H 1.79 0.72 -9.11 0.06
H 1.45 -7.68 4.30 0.08
H 0.15 4.09 1.33 0.06
H -0.62 7.90 0.15 0.12
H 5.37 6.25 0.22 0.12
H 7.95 -1.30 -1.50 0.07
H -4.32 -9.63 -3.92 0.07
H -0.39 0.17 6.07 0.09
H -6.93 -4.86 -2.78 0.12
H -0.29 0.04 -5.62 0.09
H 2.55 -8.90 4.45 0.08
H 4.63 6.91 1.71 0.12
H 5.00 0.15 -0.79 0.11
H 1.18 2.02 0.49 0.06
H 2.09 -1.22 1.90 0.09
H -2.26 -7.14 0.86 0.08
H -0.21 0.33 -0.51 0.13
H 3.29 0.90 -7.23 0.08
H -2.46 8.39 -1.06 0.07
H 3.41 -4.66 0.48 0.09
H 1.96 -0.38 3.97 0.07
H -6.22 -2.81 3.54 0.12
H -7.23 -4.50 -1.07 0.12
H 1.90 -8.57 2.07 0.13
H 6.29 -1.57 -2.04 0.07
H 1.61 -6.31 2.06 0.12
H 4.20 3.22 2.37 0.06
H 5.29 3.22 0.90 0.05
H 1.93 -0.92 -8.51 0.08
H 0.68 -1.78 -7.01 0.12
H 3.28 -7.35 4.44 0.09
```

Values from the calculation:
spin multiplicity: 2
charge: +1
⟨S²⟩: 0.75
HOMO energy (spin up / spin down): -10.2 / -10.2 eV


Run two
# C48H132N12O12

A 12-piece molecular cluster, C48H132N12O12 overall (ωB97M-V with the def2-TZVPD basis set, OMol25).

XYZ file:
```
204
Properties=species:S:1:pos:R:3:lowdin_charge:R:1
O 4.82 2.70 -2.82 -0.17
O -0.21 7.34 -2.42 -0.19
O -4.75 1.55 -1.47 -0.17
O -0.72 -1.24 -4.47 -0.26
O 0.54 -7.45 1.74 -0.20
O -0.50 -3.37 5.33 -0.17
O -2.95 0.19 2.99 -0.19
O -0.44 5.36 4.67 -0.20
O 3.39 -2.74 -3.37 -0.19
O 5.14 3.95 1.41 -0.20
O -3.90 -4.59 3.54 -0.19
O 0.40 -1.57 -0.02 -0.17
N 0.39 3.87 -3.75 0.04
N 2.72 -8.91 1.80 0.03
N -6.33 -0.16 1.23 0.07
N -1.88 4.41 1.38 0.05
N 8.69 5.02 2.57 0.02
N -4.73 -6.57 0.62 0.03
N 2.40 -5.53 -3.55 0.04
N 2.25 -4.09 5.80 0.04
N -7.00 2.66 0.12 0.04
N 1.91 0.26 -6.65 0.07
N 2.89 3.32 -6.02 0.03
N -0.16 1.05 -2.54 0.35
C 1.46 -9.60 1.75 -0.45
C -5.03 -0.54 1.76 -0.43
C -4.17 0.61 2.25 -0.15
C -0.76 6.30 5.72 -0.08
C -1.70 4.47 -2.65 -0.04
C -1.76 -2.25 -4.62 -0.05
C 3.93 -1.53 -2.76 -0.08
C -0.74 4.67 2.32 -0.37
C -4.71 -3.96 4.55 -0.09
C 0.69 8.31 -1.84 -0.08
C -3.46 1.25 -1.74 -0.19
C 0.57 0.46 -1.48 -0.30
C 1.51 -4.37 -3.58 -0.40
C 4.48 2.18 -1.54 -0.09
C 3.81 2.52 -3.83 -0.15
C -7.17 4.42 -1.53 -0.04
C -1.24 -2.71 4.37 -0.13
C 1.38 -3.44 6.84 -0.45
C -0.37 5.06 -3.36 -0.33
C -5.04 2.96 -1.23 -0.15
C 0.82 0.20 -5.67 -0.43
C -4.76 -5.16 2.56 -0.20
C 4.08 3.29 2.05 -0.14
C 2.21 -2.59 7.73 -0.09
C -3.88 -5.86 1.50 -0.43
C 4.05 3.43 -5.14 -0.38
C 0.42 -2.53 6.06 -0.17
C 2.13 -3.17 -2.82 -0.18
C -0.17 -6.47 2.43 -0.12
C 8.29 3.47 0.81 -0.08
C 4.31 4.92 -4.84 -0.05
C -1.22 5.57 3.52 -0.22
C -3.07 -4.79 0.69 -0.05
C 1.71 -10.96 2.43 -0.06
C 0.15 -1.18 -5.62 -0.16
C -0.12 1.35 -5.88 -0.05
C -4.18 -1.41 0.85 -0.04
C 0.21 -4.92 -2.93 -0.06
C 0.45 6.08 -2.51 -0.19
C 0.43 -8.71 2.45 -0.18
C -2.16 1.33 3.14 -0.14
C 0.46 5.31 1.59 -0.06
C 6.29 4.26 2.23 -0.15
C 7.67 4.62 1.55 -0.40
C -0.31 -2.66 0.50 -0.08
C -6.55 3.01 -1.16 -0.46
C 0.75 1.50 -0.43 -0.02
C -0.22 -0.84 -1.03 -0.15
H -2.37 -2.20 -3.71 0.09
H -1.84 6.38 5.89 0.09
H -5.48 -5.88 2.94 0.12
H -0.49 -4.10 -2.80 0.05
H -3.99 1.40 1.51 0.11
H -4.54 3.46 -0.40 0.13
H 1.28 5.41 2.30 0.08
H -5.21 -5.84 0.11 0.07
H -3.96 -0.78 -0.01 0.06
H -8.26 4.38 -1.55 0.08
H 5.25 5.00 -4.30 0.08
H -0.99 -1.70 4.09 0.08
H 4.35 1.10 -1.54 0.07
H -2.38 -5.30 0.02 0.07
H -6.99 -0.63 1.83 0.09
H -1.33 6.60 3.19 0.12
H -2.34 4.00 -3.39 0.06
H 0.06 9.16 -1.61 0.09
H -1.31 -2.50 0.91 0.06
H 0.90 -4.21 7.43 0.14
H 5.21 2.41 -0.75 0.08
H -0.11 0.36 -3.27 0.08
H 3.71 -1.51 -1.69 0.08
H -0.12 -1.93 6.79 0.13
H -2.94 1.59 -2.63 0.07
H 1.38 6.20 -3.07 0.11
H 0.03 -6.39 3.50 0.09
H 1.10 -9.76 0.73 0.14
H -0.37 3.73 2.73 0.12
H -5.53 -4.61 4.87 0.09
H 3.34 -5.27 -3.80 0.07
H -0.69 5.60 -4.26 0.14
H 1.49 8.49 -2.56 0.09
H 1.58 2.14 -0.71 0.06
H -6.91 5.19 -0.80 0.07
H -1.89 1.75 2.17 0.06
H -0.32 -1.51 -1.89 0.10
H 5.90 5.10 2.81 0.12
H 2.83 2.68 -3.39 0.08
H -1.55 3.88 0.58 0.02
H -6.75 1.72 0.40 0.02
H 0.46 2.27 -5.94 0.06
H -4.83 -2.21 0.51 0.07
H -1.24 -6.63 2.50 0.07
H -2.09 5.25 0.86 0.07
H 1.50 0.22 -1.99 0.17
H 2.09 -10.90 3.44 0.08
H -2.54 -4.14 1.40 0.04
H -2.62 2.11 3.74 0.09
H 4.90 3.05 -5.70 0.13
H -5.27 -1.16 2.62 0.12
H 0.69 -8.56 3.50 0.12
H 1.55 -4.57 5.24 0.04
H -6.46 -0.71 0.39 0.08
H -0.50 -1.29 -6.48 0.13
H 6.41 3.49 2.99 0.12
H 2.50 -8.04 1.35 0.06
H -1.26 -0.70 -0.74 0.13
H 1.48 -2.29 -2.80 0.09
H -6.71 4.79 -2.45 0.06
H -3.27 -6.65 1.94 0.13
H -0.21 6.13 6.64 0.09
H 0.67 5.71 -1.51 0.11
H -2.21 5.23 3.82 0.12
H -1.43 3.72 -1.91 0.04
H -4.10 -3.68 5.41 0.08
H -6.40 3.20 0.71 0.07
H 4.39 2.43 2.64 0.09
H -3.42 0.17 -1.80 0.07
H -4.13 -7.02 -0.06 0.08
H -2.26 -2.65 4.76 0.07
H -2.48 -1.95 -5.39 0.09
H 3.81 1.47 -4.11 0.10
H 2.42 -11.50 1.81 0.08
H 1.10 -1.98 5.41 0.13
H 9.59 5.21 2.17 0.07
H 2.60 -4.91 6.27 0.06
H -2.88 1.54 -0.86 0.08
H -1.32 -3.23 -4.79 0.08
H 0.79 -11.55 2.41 0.07
H 1.28 4.02 -4.21 0.04
H -5.10 -3.02 4.16 0.07
H 3.58 3.92 2.78 0.08
H 0.28 6.26 1.08 0.07
H -7.04 2.31 -1.83 0.14
H 8.34 2.58 1.45 0.08
H -0.56 -9.17 2.43 0.13
H -0.03 -5.56 1.85 0.08
H 0.84 -2.02 -5.52 0.12
H 3.26 3.73 -6.87 0.08
H 2.71 2.35 -6.20 0.02
H -2.37 5.25 -2.29 0.08
H 1.02 1.07 0.54 0.10
H -0.43 7.25 5.29 0.08
H 3.03 -8.85 2.76 0.08
H -3.73 -4.23 0.03 0.07
H 1.19 0.29 -4.65 0.11
H -5.34 -4.35 2.12 0.12
H 3.53 2.60 -1.22 0.06
H 2.36 -3.42 -1.78 0.13
H 0.20 1.91 -2.91 0.09
H -0.12 -5.81 -3.48 0.09
H 8.40 5.83 3.10 0.06
H 1.51 0.16 -7.57 0.09
H 0.42 -5.30 -1.93 0.07
H 2.45 -0.59 -6.60 0.08
H 4.34 5.53 -5.75 0.08
H -0.53 -3.28 -0.37 0.08
H -4.71 3.46 -2.14 0.11
H -3.27 -1.75 1.34 0.06
H 7.68 3.09 -0.01 0.07
H -4.75 0.99 3.09 0.13
H -0.61 1.33 -6.85 0.10
H -1.33 -3.26 3.43 0.07
H 2.54 -1.63 7.33 0.08
H 5.00 -1.40 -2.91 0.10
H 3.57 5.50 -4.29 0.06
H 1.29 -4.10 -4.61 0.12
H -0.87 1.45 -5.10 0.07
H -0.10 2.11 -0.13 0.08
H 3.13 -3.12 7.99 0.08
H 0.34 -3.13 1.23 0.10
H -1.26 1.02 3.68 0.09
H 0.79 4.59 0.85 0.05
H 3.33 2.87 1.38 0.07
H 9.29 3.71 0.44 0.08
H 3.48 -0.59 -3.09 0.04
H 0.97 8.01 -0.83 0.08
H 7.57 5.45 0.86 0.13
H 2.42 -5.71 -2.55 0.07
H -0.15 3.34 -4.42 0.03
H 1.63 -2.38 8.63 0.08
```

Values from the calculation:
spin multiplicity: 2
charge: +1
⟨S²⟩: 0.75
HOMO energy (spin up / spin down): -10.3 / -10.3 eV


Stability, lowest: run one


Run one
# C2H9N5

An isolated ion of composition C2H9N5 and charge +2 (ωB97M-V with the def2-TZVPD basis set, OMol25).

XYZ file:
```
16
Properties=species:S:1:pos:R:3:lowdin_charge:R:1
N 2.06 1.85 0.55 0.22
N 0.22 0.42 0.28 0.14
N -0.84 -2.36 0.65 0.12
N -1.24 -1.47 -0.38 0.05
N -1.39 0.67 -1.30 0.25
C -0.79 -0.14 -0.48 -0.35
C 1.02 1.47 -0.12 -0.05
H -1.57 -3.16 0.43 0.25
H -2.04 0.29 -1.95 0.16
H 0.17 -2.63 0.73 0.19
H 2.37 1.23 1.41 0.22
H -0.96 -2.10 1.62 0.15
H 0.81 1.94 -1.17 0.22
H -1.16 1.57 -1.51 0.09
H 2.80 2.38 0.08 0.16
H 0.54 0.05 1.17 0.17
```

Values from the calculation:
charge: +2
HOMO energy: -18.2 eV
SMILES string: N/C=[NH+]/C(N)=N\[NH3+]


Run two
# C2H9N5

An isolated ion of composition C2H9N5 and charge +2 (ωB97M-V with the def2-TZVPD basis set, OMol25).

XYZ file:
```
16
Properties=species:S:1:pos:R:3:lowdin_charge:R:1
N 0.86 0.90 0.31 0.07
N 1.41 -0.04 -0.25 0.06
N -2.51 0.42 -0.67 0.23
N -1.42 -1.31 0.39 0.25
N -0.48 0.82 0.57 0.11
C 2.74 -0.28 -0.41 -0.02
C -1.49 -0.03 0.03 -0.36
H -0.85 -1.71 1.13 0.16
H 3.10 -0.54 -1.42 0.14
H -3.37 -0.16 -0.98 0.22
H -0.92 1.73 0.83 0.19
H 2.65 -1.33 0.19 0.20
H 3.48 0.40 0.11 0.13
H -2.35 1.49 -0.95 0.22
H 1.25 1.65 0.98 0.27
H -2.10 -2.01 0.13 0.15
```

Values from the calculation:
charge: +2
HOMO energy: -19.9 eV
SMILES string: C/N=[NH+]/NC(N)=[NH2+]


Stability, lowest: run two


Run one
# CHBrClNO2

One molecule with the formula CHBrClNO2 (ωB97M-V with the def2-TZVPD basis set, OMol25).

XYZ file:
```
7
Properties=species:S:1:pos:R:3:lowdin_charge:R:1
Br 1.22 -1.79 -0.13 0.69
Cl 0.76 0.55 1.78 0.67
O 0.67 0.66 -1.51 0.03
O -1.32 1.05 -0.69 0.06
N -0.23 0.54 -0.71 -0.51
C 0.08 -0.34 0.51 -1.13
H -1.18 -0.67 0.77 0.19
```

Values from the calculation:
charge: 0
HOMO energy: -11.1 eV
SMILES string: O=[N+]([O-])[C@H](Cl)Br


Run two
# CHBrClNO2

CHBrClNO2 as an isolated structure (ωB97M-V with the def2-TZVPD basis set, OMol25).

XYZ file:
```
7
Properties=species:S:1:pos:R:3:lowdin_charge:R:1
Br -1.87 0.64 0.95 0.97
Cl 0.46 -2.02 0.72 0.19
O -0.58 -0.16 -1.60 0.05
O 1.36 0.61 -1.10 0.07
N 0.23 0.23 -0.83 -0.55
C -0.20 0.23 0.62 -0.76
H 0.60 0.48 1.24 0.03
```

Values from the calculation:
charge: 0
HOMO energy: -11.1 eV


Stability, lowest: run two


Run one
# C4H5O4P

C4H5O4P as an isolated structure (ωB97M-V with the def2-TZVPD basis set, OMol25).

XYZ file:
```
14
Properties=species:S:1:pos:R:3:lowdin_charge:R:1
P -2.58 -0.17 0.02 0.17
O -3.46 0.83 -0.66 -0.45
O -1.83 -1.24 -0.87 -0.49
O -1.07 0.98 0.56 -0.16
O -3.03 -0.81 1.32 -0.48
C 1.38 0.95 0.75 -0.14
C 0.66 -0.42 -0.66 -0.14
C 0.18 0.57 0.35 -0.44
C 2.08 -0.06 -0.05 -0.24
H 2.70 0.39 -0.90 0.09
H 0.46 -0.11 -1.59 0.06
H 1.81 1.43 1.59 0.05
H 2.42 -0.93 0.52 0.07
H 0.28 -1.40 -0.38 0.09
```

Values from the calculation:
charge: -2
HOMO energy: 0.2 eV


Run two
# C4H5O4P

A 2-piece molecular cluster, C4H5O4P overall (ωB97M-V with the def2-TZVPD basis set, OMol25).

XYZ file:
```
14
Properties=species:S:1:pos:R:3:lowdin_charge:R:1
P 2.99 -1.60 0.26 0.45
O 3.84 -1.68 -0.99 -0.65
O -3.96 -1.29 0.05 -0.12
O -2.22 -2.68 0.51 -0.07
O 3.65 -0.64 1.32 -0.68
C -2.78 -1.64 0.20 -0.80
C 0.40 0.65 -0.13 -0.14
C -0.52 -0.58 -0.06 -0.19
C -1.83 -0.46 -0.19 -0.08
H 1.52 0.46 -0.38 0.03
H 0.22 1.15 0.78 0.04
H 0.08 1.07 -1.10 0.06
H -0.16 -1.52 0.43 0.08
H -2.28 0.46 -0.46 0.07
```

Values from the calculation:
charge: -2
HOMO energy: -1.5 eV


Stability, lowest: run one